Entry 1:
10
Properties=species:S:1:pos:R:3:mulliken_charge:R:1 method="wB97M-V/def2-TZVPD" lumo_energy_ha="-0.0195 / -0.0794" de_lowest_kj_mol=166.0 spin_multiplicity=3
C 1.493 0.219 -1.557 -0.19
C 0.166 0.196 0.735 -0.49
C -1.090 -0.288 0.509 0.08
S 0.973 -0.194 -2.972 -0.14
Cl 0.586 1.799 1.109 -0.09
Cl -1.104 -1.913 -0.148 -0.09
Cl -1.840 -0.590 2.347 -0.22
H 1.962 1.061 -1.118 0.34
H 0.760 -0.557 1.195 0.46
H -1.907 0.267 -0.101 0.34

---

Entry 2:
11
Properties=species:S:1:pos:R:3:mulliken_charge:R:1 method="wB97M-V/def2-TZVPD" lumo_energy_ha="-0.0845 / -0.1064" de_lowest_kj_mol=466.7 spin_multiplicity=1
C -2.191 -0.506 -0.611 -0.61
C -1.164 0.225 -0.316 0.09
C 1.960 -0.589 0.291 0.41
S 2.195 0.401 -1.114 0.02
S 1.579 0.019 1.865 0.01
Cl -3.910 -0.063 -0.363 -0.25
Cl -1.092 1.772 0.376 -0.21
Cl 2.643 -2.145 0.223 -0.09
H -2.096 -1.484 -1.049 0.34
H 1.349 1.379 -0.745 0.18
H 0.727 0.990 1.443 0.11

---

Entry 3:
9
Properties=species:S:1:pos:R:3:mulliken_charge:R:1 method="wB97M-V/def2-TZVPD" lumo_energy_ha="-0.0391 / 0.0089" de_lowest_kj_mol=520.7 spin_multiplicity=1
C 0.574 1.638 0.067 -0.29
C -0.396 0.822 -0.190 0.29
C -0.094 -2.109 0.213 -0.40
F -1.605 1.077 -0.631 -0.17
F -0.667 -2.132 -0.999 -0.19
Cl 0.129 3.320 0.045 -0.18
H 1.699 1.466 0.250 0.29
H -0.639 -2.011 1.191 0.34
H 0.998 -2.072 0.053 0.30

---

Entry 4:
11
Properties=species:S:1:pos:R:3:mulliken_charge:R:1 method="wB97M-V/def2-TZVPD" lumo_energy_ha=-0.0201 smiles="FC(F)(Cl)COC=S" de_lowest_kj_mol=146.0 spin_multiplicity=1
F 0.213 1.366 0.369 -0.25
C -0.959 0.603 0.009 0.74
F -1.455 0.158 1.118 -0.17
Cl -2.032 1.640 -1.053 -0.16
C -0.566 -0.520 -0.988 -0.78
O 0.470 -1.363 -0.545 -0.24
C 1.630 -0.671 0.044 -0.06
S 2.562 -1.664 1.119 -0.18
H -0.252 0.100 -1.892 0.39
H -1.436 -1.046 -1.203 0.43
H 2.021 0.403 -0.343 0.28

---

Entry 5:
9
Properties=species:S:1:pos:R:3:mulliken_charge:R:1 method="wB97M-V/def2-TZVPD" lumo_energy_ha=0.0285 smiles=N#C[C@@H](F)CCl de_lowest_kj_mol=79.7 spin_multiplicity=1
N -0.990 2.054 -0.234 -0.31
C -0.970 1.006 0.161 0.13
C -0.753 -0.438 0.428 0.21
F -1.833 -1.163 -0.103 -0.27
C 0.472 -0.890 -0.350 -0.41
Cl 1.818 0.072 0.085 -0.15
H -0.926 -0.654 1.498 0.20
H 0.343 -0.542 -1.487 0.25
H 0.600 -1.996 -0.324 0.34

---

Entry 6:
10
Properties=species:S:1:pos:R:3:mulliken_charge:R:1 method="wB97M-V/def2-TZVPD" lumo_energy_ha=0.0061 smiles="O/N=C/C(F)=C/Cl" de_lowest_kj_mol=229.2 spin_multiplicity=1
O 1.254 -3.150 0.009 -0.35
N 1.128 -1.791 0.009 -0.31
C -0.101 -1.433 0.109 -0.21
C -0.494 -0.045 0.060 0.40
F -1.802 0.111 0.222 -0.25
C 0.344 0.969 -0.016 -0.22
Cl -0.174 2.618 -0.211 -0.15
H 2.136 -3.270 0.116 0.35
H -0.803 -2.263 0.379 0.39
H 1.429 0.824 0.050 0.36

---

Entry 7:
11
Properties=species:S:1:pos:R:3:mulliken_charge:R:1 method="wB97M-V/def2-TZVPD" lumo_energy_ha=-0.0491 smiles="NC(=S)C(=O)[C@H](F)Cl" de_lowest_kj_mol=17.0 spin_multiplicity=1
N -1.858 0.610 -0.541 -0.35
C -0.954 -0.232 -0.099 0.03
S -1.286 -1.774 0.317 -0.33
C 0.431 0.364 -0.096 0.60
O 0.645 1.510 -0.474 -0.55
C 1.556 -0.411 0.490 0.17
F 2.399 0.432 1.122 -0.22
Cl 2.401 -1.329 -0.808 -0.14
H -1.595 1.574 -0.660 0.27
H -2.858 0.369 -0.469 0.23
H 1.119 -1.113 1.218 0.28

---

Entry 8:
10
Properties=species:S:1:pos:R:3:mulliken_charge:R:1 method="wB97M-V/def2-TZVPD" lumo_energy_ha=0.1241 de_lowest_kj_mol=19.7 spin_multiplicity=1 total_charge=-1
C 2.398 2.247 0.375 0.65
C -0.120 0.807 1.555 -0.57
C -0.079 0.187 0.465 0.06
O 3.220 2.495 1.171 -0.47
O 1.500 2.424 -0.330 -0.39
Cl -1.481 0.184 -0.648 -0.28
I 3.133 -0.267 -0.170 -0.66
H -1.036 1.406 1.621 0.18
H 0.587 1.053 2.313 0.36
H 0.662 -0.425 -0.006 0.12

---

Entry 9:
9
Properties=species:S:1:pos:R:3:mulliken_charge:R:1 method="wB97M-V/def2-TZVPD" lumo_energy_ha=-0.2673 smiles="O=[N+]1CC=C1Cl" de_lowest_kj_mol=231.0 spin_multiplicity=1 total_charge=+1
O 1.030 1.495 1.004 -0.27
N 0.333 0.829 0.378 0.56
C -0.548 -0.239 0.761 -0.25
C -0.357 -0.867 -0.587 -0.19
C 0.368 0.200 -1.069 0.10
Cl 1.386 0.809 -2.217 -0.04
H -1.393 0.332 1.167 0.29
H -0.134 -0.825 1.503 0.30
H -0.685 -1.734 -0.939 0.51

---

Entry 10:
9
Properties=species:S:1:pos:R:3:mulliken_charge:R:1 method="wB97M-V/def2-TZVPD" lumo_energy_ha="-0.2551 / -0.2551" de_lowest_kj_mol=341.8 spin_multiplicity=1 total_charge=+1
C 0.470 -0.015 0.831 -0.13
C 0.678 1.240 0.646 0.33
C -0.186 -0.856 -0.176 -0.34
N -0.556 0.240 -1.155 0.11
O -1.541 0.191 -1.778 -0.22
Cl 0.832 2.806 0.511 0.06
H 0.827 -0.738 1.509 0.42
H 0.446 -1.516 -0.628 0.37
H -0.971 -1.353 0.240 0.40

---

Entry 11:
9
Properties=species:S:1:pos:R:3:mulliken_charge:R:1 method="wB97M-V/def2-TZVPD" lumo_energy_ha=0.0326 de_lowest_kj_mol=87.7 spin_multiplicity=1
O 2.040 -0.103 1.299 -0.46
C 1.788 0.457 0.277 0.15
O 0.572 0.372 -0.387 -0.27
C -0.384 -0.539 0.053 -0.03
C -1.663 -0.279 -0.341 -0.32
Cl -1.966 1.100 -1.404 -0.17
H 2.367 1.114 -0.310 0.39
H -0.242 -1.419 0.702 0.33
H -2.511 -0.702 0.112 0.38

---

Entry 12:
9
Properties=species:S:1:pos:R:3:mulliken_charge:R:1 method="wB97M-V/def2-TZVPD" lumo_energy_ha=-0.0814 smiles="O=CC(=S)CCl" de_lowest_kj_mol=126.1 spin_multiplicity=1
O -0.581 1.909 -0.468 -0.46
C 0.461 1.224 -0.369 -0.07
C 0.635 -0.229 -0.123 0.11
S 2.008 -1.117 -0.500 -0.13
C -0.571 -0.767 0.578 -0.37
Cl -1.732 -1.242 -0.662 -0.15
H 1.301 1.732 -0.678 0.47
H -0.327 -1.558 1.262 0.36
H -1.193 0.047 0.959 0.23

---

Entry 13:
8
Properties=species:S:1:pos:R:3:mulliken_charge:R:1 method="wB97M-V/def2-TZVPD" lumo_energy_ha="0.0301 / -0.0790" de_lowest_kj_mol=215.7 spin_multiplicity=3
C 1.162 -0.038 0.103 -0.13
C 2.338 0.459 0.155 0.30
C -1.564 -0.145 -0.067 -0.80
S -0.009 -1.154 -0.095 -0.07
Cl 3.831 1.057 0.134 -0.20
H -2.157 -0.614 0.680 0.29
H -2.096 -0.486 -0.990 0.27
H -1.505 0.921 0.080 0.34

---

Entry 14:
8
Properties=species:S:1:pos:R:3:mulliken_charge:R:1 method="wB97M-V/def2-TZVPD" lumo_energy_ha="0.0105 / -0.0246" de_lowest_kj_mol=41.5 spin_multiplicity=5
C 0.577 -1.076 -1.424 -0.33
C 1.236 -0.061 -1.381 -0.34
H 0.030 -2.002 -1.461 0.34
H 1.848 0.823 -1.439 0.34
C -1.018 0.796 1.058 0.00
O -0.281 -0.096 1.549 -0.35
Co -1.033 1.011 3.092 0.03
H -1.358 0.603 0.006 0.31

---

Entry 15:
9
Properties=species:S:1:pos:R:3:mulliken_charge:R:1 method="wB97M-V/def2-TZVPD" lumo_energy_ha="-0.4558 / -0.4390" de_lowest_kj_mol=0.0 spin_multiplicity=6 total_charge=+2
O -0.706 -1.376 -0.107 -0.36
C -0.755 -0.211 0.308 0.77
C 0.272 0.492 -0.505 0.01
C 1.511 -0.057 -0.667 -0.43
H -0.057 1.394 -1.029 0.38
H 2.333 0.559 -1.035 0.32
H 1.723 -1.102 -0.443 0.31
O -1.501 0.316 1.150 -0.82
Cr -2.821 -0.015 2.329 1.82

---

Entry 16:
9
Properties=species:S:1:pos:R:3:mulliken_charge:R:1 method="wB97M-V/def2-TZVPD" lumo_energy_ha="-0.1468 / -0.1468" de_lowest_kj_mol=0.0 spin_multiplicity=2 total_charge=+1
C -0.565 -2.738 0.920 -0.35
C -0.984 -1.524 0.655 -0.37
H 0.470 -3.051 0.748 0.21
H -1.927 -0.982 0.737 0.28
H -1.251 -3.494 1.325 0.24
O 0.532 0.813 -0.235 -0.29
C 0.556 1.884 -0.711 0.68
O 0.990 2.902 -1.090 -0.42
Cs 2.179 6.190 -2.348 1.01

---

Entry 17:
9
Properties=species:S:1:pos:R:3:mulliken_charge:R:1 method="wB97M-V/def2-TZVPD" lumo_energy_ha="0.0176 / -0.0253" de_lowest_kj_mol=451.3 spin_multiplicity=1
C -0.497 -1.195 1.237 -0.39
C -0.557 -0.922 -0.035 -0.27
C 0.994 1.439 -0.721 0.07
F 2.223 0.945 -0.696 -0.19
F 0.488 1.680 -1.932 -0.19
I -2.077 -1.136 -1.414 0.11
H -1.219 -2.016 1.561 0.21
H 0.217 -0.752 1.866 0.28
H 0.427 1.957 0.134 0.37

---

Entry 18:
10
Properties=species:S:1:pos:R:3:mulliken_charge:R:1 method="wB97M-V/def2-TZVPD" lumo_energy_ha=-0.0096 de_lowest_kj_mol=409.3 spin_multiplicity=1
C 0.218 0.237 0.679 0.08
C 0.907 2.227 0.100 0.18
C -0.920 -1.549 -0.683 -0.60
O -0.711 -0.313 0.046 -0.20
F 1.804 2.542 1.058 -0.13
F -0.033 3.237 0.130 -0.17
I 1.928 -0.845 1.259 0.01
H -0.240 -2.311 -0.466 0.32
H -0.981 -1.399 -1.737 0.27
H -1.972 -1.826 -0.386 0.23

---

Entry 19:
10
Properties=species:S:1:pos:R:3:mulliken_charge:R:1 method="wB97M-V/def2-TZVPD" lumo_energy_ha=-0.0407 de_lowest_kj_mol=379.9 spin_multiplicity=1
C -0.971 0.042 0.446 -0.12
C -1.663 1.166 0.367 0.51
C 1.706 -0.627 -0.369 -0.36
O 1.021 0.351 0.167 -0.40
F -3.011 1.254 0.290 -0.20
F -1.135 2.387 0.359 -0.17
I -1.561 -1.908 0.398 0.23
H 0.922 -1.355 -0.708 0.15
H 2.513 -1.187 0.303 0.16
H 2.179 -0.123 -1.253 0.20

---

Entry 20:
10
Properties=species:S:1:pos:R:3:mulliken_charge:R:1 method="wB97M-V/def2-TZVPD" lumo_energy_ha=0.0049 de_lowest_kj_mol=263.0 spin_multiplicity=1
C 1.597 -0.928 -0.109 -0.07
C 0.666 1.047 0.231 0.06
C -0.454 0.259 -0.321 0.19
N -1.225 -0.373 -0.883 -0.46
O 1.826 0.324 0.007 -0.12
F 2.816 -1.504 -0.172 -0.13
F -3.538 -1.044 0.251 -0.44
H 0.658 2.112 -0.241 0.30
H 0.326 1.047 1.277 0.23
H -2.671 -0.938 -0.040 0.44

---

| no. | total energy (Eh) |
| --- | --- |
| 1 | -1894.69211 |
| 2 | -2292.86271 |
| 3 | -775.82080 |
| 4 | -1249.38243 |
| 5 | -730.88359 |
| 6 | -806.07235 |
| 7 | -1204.34831 |
| 8 | -1024.55781 |
| 9 | -705.84420 |
| 10 | -705.80200 |
| 11 | -726.74653 |
| 12 | -1049.66638 |
| 13 | -974.26100 |
| 14 | -1573.86339 |
| 15 | -1310.21302 |
| 16 | -286.43176 |
| 17 | -613.33815 |
| 18 | -688.58210 |
| 19 | -688.59328 |
| 20 | -445.72733 |